Entry 1:
{"formula": "C5H10NO2P", "method": "wB97M-V/def2-TZVPD", "orbital_gap_ev": 8.5, "lumo_ev": -1.0, "elements": ["P", "O", "O", "N", "C", "C", "C", "C", "C", "H", "H", "H", "H", "H", "H", "H", "H", "H", "H"], "xyz": [[1.572314, -0.409690, -0.155864], [0.926213, -0.799883, -1.455063], [1.393942, -1.197142, 1.072946], [-2.003300, -0.704846, -2.247171], [0.569189, 1.168914, 0.244297], [-0.854542, 1.357902, -0.772496], [3.382012, 0.295857, -0.212967], [-0.741666, 0.760058, 0.663827], [0.030340, 2.400753, -0.712981], [-1.350630, 0.659067, -1.537763], [4.010552, 0.014471, -1.048662], [-1.138305, 1.385582, 1.509584], [-2.441251, -0.429894, -3.214875], [-2.475863, -1.551473, -1.817497], [-0.863152, -0.307053, 0.729397], [3.282378, 1.506124, -0.278589], [-1.047343, -1.022016, -2.365447], [0.308437, 3.146312, -1.413895], [3.766582, -0.027238, 0.734283]], "forces_ev_per_a": [[2.085, 0.978, -0.910], [0.357, 0.448, 0.361], [0.090, -0.327, 0.485], [-1.884, -1.035, -1.669], [-0.482, 2.969, -3.280], [-0.042, 0.841, 0.773], [-2.424, 2.297, -0.668], [-0.797, 1.157, 0.958], [0.130, -5.026, 2.571], [0.187, 0.967, 0.607], [-0.100, -0.366, -0.090], [-0.167, -0.718, -1.263], [1.106, -1.213, 2.510], [0.325, 1.554, -0.993], [-0.216, -0.254, 0.370], [0.237, -2.897, 0.393], [0.376, 0.049, -0.367], [0.732, 0.462, -0.195], [0.489, 0.114, 0.409]], "mulliken_charge": [0.825, -0.692, -0.705, -0.847, 0.170, 0.083, -0.927, -0.496, -0.226, 0.211, 0.340, 0.265, 0.248, 0.245, 0.306, 0.228, 0.310, 0.368, 0.295]}

Entry 2:
{"formula": "C29H51Cl2N4O4PdSi", "method": "wB97M-V/def2-TZVPD", "s2": 2.01, "orbital_gap_ev": [4.4, 4.2], "multiplicity": 3, "total_charge": -1, "lumo_ev": [2.3, 1.0], "elements": ["Pd", "Cl", "Cl", "Si", "O", "O", "O", "O", "N", "N", "N", "N", "C", "C", "C", "C", "C", "C", "C", "C", "C", "C", "C", "C", "C", "C", "C", "C", "C", "C", "C", "C", "C", "C", "C", "C", "C", "C", "C", "C", "C", "H", "H", "H", "H", "H", "H", "H", "H", "H", "H", "H", "H", "H", "H", "H", "H", "H", "H", "H", "H", "H", "H", "H", "H", "H", "H", "H", "H", "H", "H", "H", "H", "H", "H", "H", "H", "H", "H", "H", "H", "H", "H", "H", "H", "H", "H", "H", "H", "H", "H", "H"], "xyz": [[-0.730740, -1.113008, 1.290647], [-0.362247, -3.369945, -4.905926], [-0.213229, -0.404477, -0.623470], [0.597816, -1.606808, -4.315134], [-1.183795, -0.827475, 3.251430], [-1.451537, -3.535918, 1.340563], [0.778171, 1.380270, -2.900073], [-2.596750, -0.186897, 0.769360], [-1.949226, -5.492540, 0.333980], [1.347845, -1.763895, 1.466451], [-3.003589, 1.815742, -0.253569], [-0.788314, 0.522014, 4.976086], [2.780493, -0.398109, -0.223335], [1.820101, -2.306720, -3.027912], [-2.806105, 1.029591, 0.822984], [-0.433555, 2.863748, 1.228286], [0.759704, -3.392282, 3.320888], [0.838524, 4.802461, -1.983515], [0.128969, 1.248182, 5.840221], [-1.221937, -6.683269, -0.082838], [-0.333159, -0.194911, 3.960845], [1.081569, 2.392515, -0.599132], [0.659433, 6.205819, -2.461432], [1.667090, -2.631521, 2.468996], [-3.163679, -5.632888, 1.124977], [-1.262698, -4.337884, 0.416261], [1.916910, 2.497896, 1.687011], [0.621276, 2.778298, 2.141224], [-0.196632, 2.662398, -0.124356], [1.894090, 3.926899, -4.054960], [-1.009795, -0.705550, -3.810598], [3.630773, -1.848737, 1.633974], [-2.745790, 1.363631, -1.633065], [2.140218, 2.371897, 0.298163], [-3.564651, 3.154261, -0.073709], [-2.229592, 0.563533, 5.161611], [1.354164, 2.309385, -2.149566], [3.084763, -2.712124, 2.592329], [1.304590, 3.773552, -2.711354], [1.541782, -0.914232, -5.762856], [2.529617, -1.305029, 0.900314], [4.657768, -1.595574, 1.415066], [-2.737921, -0.275657, 4.670004], [2.623858, -0.998487, -5.619722], [-0.556802, -4.202714, -0.412293], [0.098264, 2.314101, 5.554112], [-0.959153, 2.780095, -0.882831], [-0.205581, 1.102773, 6.878098], [-1.936212, -7.408503, -0.487795], [-0.491429, -6.396316, -0.853357], [0.454501, 2.949618, 3.213151], [-0.997042, 0.390452, -3.712231], [1.859930, 0.137422, -0.499731], [2.439394, 2.045016, -2.209106], [-3.757191, 3.283334, 0.999999], [-1.305232, -1.069184, -2.817891], [1.677018, 4.902742, -4.473638], [1.069897, -4.438127, 3.278292], [-1.426508, 3.164936, 1.571728], [0.745442, -0.201357, 3.790179], [1.331486, 0.144125, -5.951806], [-4.500937, 3.229858, -0.645506], [1.402066, -2.345440, -2.011782], [0.647996, 4.730297, -0.914490], [1.140153, 0.840678, 5.667544], [2.774460, 2.388187, 2.372342], [2.972264, 3.766498, -4.034260], [-3.237125, 2.071889, -2.315222], [-2.425122, 0.557843, 6.230421], [2.773577, -1.770373, -2.938055], [-2.909372, -5.930244, 2.153295], [0.084539, 6.291457, -3.395436], [3.166854, 2.220558, -0.100496], [3.572994, -3.377865, 3.282984], [-2.864480, 3.927742, -0.426601], [-3.760921, -6.405202, 0.636197], [-2.826139, 1.580270, 1.792602], [0.833127, -3.090033, 4.366512], [3.546100, 0.324355, 0.073619], [-2.629792, 1.491982, 4.743039], [0.138273, 6.776400, -1.676324], [-1.847319, -0.944415, -4.493799], [-1.663607, 1.351041, -1.845159], [1.620876, 6.710952, -2.637588], [-3.713549, -4.682142, 1.140036], [-0.279250, -3.353867, 3.027048], [1.472714, 3.172274, -4.710468], [1.299267, -1.432697, -6.699653], [-0.682108, -7.131152, 0.772797], [3.121759, -0.899450, -1.132579], [-3.129053, 0.350494, -1.780599], [2.086389, -3.346464, -3.280450]], "forces_ev_per_a": [[0.439, -0.580, 1.552], [-0.077, -0.972, -0.544], [0.548, 0.585, -4.358], [-0.666, 0.965, 1.269], [2.031, 1.017, 3.239], [-0.157, -1.361, -1.786], [-1.498, 0.228, -0.344], [-1.777, 1.454, 0.152], [-0.426, -0.497, -0.421], [0.723, -0.741, 0.372], [-0.512, 0.374, -0.142], [0.155, -0.082, 0.427], [-0.701, 0.648, -0.246], [0.056, -0.174, 0.269], [-0.012, -1.005, -0.205], [0.141, 0.392, -0.045], [-0.640, -0.538, 0.327], [0.382, -0.140, -0.247], [-0.527, 0.073, -0.473], [-0.271, 0.247, -0.029], [-2.662, -1.761, -1.947], [0.216, 0.398, -0.770], [0.095, 0.756, -0.159], [0.768, 1.621, -1.729], [0.556, -0.165, 0.075], [-0.189, 1.296, 1.757], [0.045, 0.097, -0.575], [0.483, -0.202, 0.247], [0.270, 0.122, 0.210], [-0.540, -0.032, -0.597], [-0.280, 0.219, -0.154], [-0.398, -1.412, 1.510], [0.021, 0.059, 0.156], [0.244, 0.063, 0.513], [0.445, -0.527, -0.004], [-0.049, 0.474, 0.294], [1.776, 0.148, 0.330], [1.489, 0.859, -1.022], [-0.374, -0.284, 1.733], [0.181, 0.211, -0.745], [-0.554, -0.799, 1.264], [0.046, -0.231, 0.114], [0.498, 0.249, 0.196], [-0.109, -0.053, 0.084], [0.332, 0.292, 0.209], [0.219, -0.249, 0.449], [0.053, 0.003, 0.329], [0.401, 0.189, -0.206], [0.276, 0.029, -0.018], [-0.232, -0.195, 0.200], [-0.031, -0.102, -0.404], [0.690, -0.400, -0.059], [0.562, -0.379, -0.013], [0.648, 0.583, 0.558], [-0.074, 0.213, -0.347], [0.193, -0.079, -0.176], [0.129, 0.267, -0.188], [0.052, -0.155, 0.117], [0.354, -0.126, -0.024], [0.017, -0.137, -0.143], [-0.078, -0.090, 0.340], [0.150, 0.092, 0.246], [-0.183, 0.207, -0.295], [-0.201, -0.497, -0.356], [-0.419, 0.317, 0.289], [-0.568, 0.204, -0.226], [0.113, 0.021, 0.124], [0.018, -0.253, 0.178], [-0.160, -0.005, 0.170], [-0.319, 0.163, -0.275], [-0.327, 0.042, -0.090], [0.075, -0.058, 0.224], [-0.874, 0.267, 0.389], [0.300, 0.064, 0.121], [-0.191, -0.137, 0.112], [-0.106, 0.012, 0.212], [-0.200, -0.287, -0.374], [0.135, 0.098, 0.112], [0.147, -0.385, -0.023], [-0.062, -0.008, 0.009], [0.083, -0.008, -0.382], [0.511, -0.236, -0.008], [-0.420, -0.135, -0.008], [-0.117, 0.014, 0.009], [0.311, -0.321, 0.020], [-0.045, 0.260, -0.118], [-0.032, -0.247, -0.189], [-0.010, -0.078, 0.207], [-0.177, 0.027, -0.310], [0.007, -0.221, 0.221], [0.034, 0.158, 0.047], [-0.174, 0.266, -0.207]], "mulliken_spin": [0.668, 0.000, 0.168, 0.000, 0.032, 0.005, 0.001, -0.025, 0.000, 0.037, 0.007, 0.001, 0.067, 0.000, 0.070, 0.001, -0.009, 0.000, 0.001, 0.000, -0.005, 0.000, 0.000, 0.347, 0.000, -0.007, 0.008, -0.008, 0.012, 0.000, 0.004, 0.045, 0.001, 0.001, 0.000, 0.000, -0.015, 0.144, -0.001, 0.000, 0.293, -0.002, -0.001, 0.000, 0.002, 0.000, 0.001, 0.000, 0.000, 0.000, 0.000, 0.000, -0.015, 0.000, 0.001, 0.000, 0.000, 0.025, 0.000, 0.004, 0.000, -0.001, 0.001, 0.000, 0.000, 0.001, 0.000, -0.001, -0.001, -0.002, 0.000, 0.000, -0.001, 0.000, 0.001, 0.000, 0.008, 0.029, 0.031, 0.000, 0.000, 0.000, 0.004, 0.000, 0.000, 0.001, 0.000, 0.000, 0.000, 0.069, 0.001, 0.000]}

Entry 3:
{"formula": "C3H6N2O", "method": "wB97M-V/def2-TZVPD", "smiles": "NC(=O)N1CC1", "orbital_gap_ev": 10.3, "lumo_ev": 0.9, "elements": ["O", "N", "N", "C", "C", "C", "H", "H", "H", "H", "H", "H"], "xyz": [[1.288425, -1.901389, -0.321965], [-0.174394, -0.231224, 0.174731], [2.019030, 0.271961, -0.270213], [-1.541953, -0.546303, 0.298846], [1.053020, -0.716147, -0.179583], [-1.041259, 0.882545, 0.262403], [-2.091136, -0.914282, -0.570684], [2.868283, -0.027120, -0.725346], [-1.850963, -0.958354, 1.258070], [1.726010, 1.217444, -0.466524], [-1.024673, 1.464716, 1.185150], [-1.230388, 1.458148, -0.644887]], "forces_ev_per_a": [[-0.069, 0.347, -0.002], [0.100, -0.103, 0.111], [0.008, -0.046, -0.155], [-0.084, -0.218, 0.018], [-0.105, -0.043, -0.017], [0.087, 0.316, -0.022], [0.230, 0.039, 0.149], [-0.119, 0.018, 0.066], [-0.054, 0.053, -0.155], [0.012, -0.159, 0.050], [-0.014, -0.119, -0.154], [0.008, -0.085, 0.112]], "mulliken_charge": [-0.626, -0.030, -0.405, -0.384, 0.431, -0.428, 0.235, 0.254, 0.223, 0.228, 0.232, 0.270]}

The E_tot results, record by record, are as follows: -742.97496; -2993.28290; -302.63666 Ha.